Entry 1:
{"formula": "C10H7NOS3", "method": "ωB97M-V with the def2-TZVPD basis set", "elements": ["S", "S", "S", "O", "N", "C", "C", "C", "C", "C", "C", "C", "C", "C", "C", "H", "H", "H", "H", "H", "H", "H"], "coordinates": [[0.022, 0.619, 1.982], [0.657, -3.033, 1.429], [-2.498, 1.471, 0.656], [0.554, -0.494, -1.667], [-3.004, -1.885, -1.405], [2.524, -1.336, -2.412], [1.480, -0.418, -2.624], [1.009, -1.476, -0.772], [-1.211, 0.172, 0.888], [-1.260, -1.022, 0.320], [2.207, -1.988, -1.208], [-2.240, -1.403, -0.663], [-1.754, 2.674, 1.909], [-0.299, 2.400, 1.981], [0.312, -1.943, 0.346], [3.485, -1.517, -2.758], [-2.336, 2.230, 2.708], [0.017, 2.918, 1.117], [0.221, 2.924, 2.757], [-1.941, 3.704, 1.622], [1.189, 0.111, -3.503], [2.864, -2.709, -0.703]], "smiles": "N#CC(C(=S)c1ccco1)=C1SCCS1", "e_above_lowest_kcal_mol": 0.0, "e_lumo_ev": -1.01, "homo_lumo_gap_ha": 0.2786}

=====

Entry 2:
{"formula": "C31H21BrIN6PtS", "method": "ωB97M-V with the def2-TZVPD basis set", "elements": ["Pt", "I", "Br", "S", "N", "N", "N", "N", "N", "N", "C", "C", "C", "C", "C", "C", "C", "C", "C", "C", "C", "C", "C", "C", "C", "C", "C", "C", "C", "C", "C", "C", "C", "C", "C", "C", "C", "C", "C", "C", "C", "H", "H", "H", "H", "H", "H", "H", "H", "H", "H", "H", "H", "H", "H", "H", "H", "H", "H", "H", "H", "H"], "coordinates": [[0.775, 0.088, 0.060], [-2.606, 0.315, 0.746], [-5.941, 0.942, 1.727], [-0.051, -4.314, 1.215], [0.663, -1.934, 0.594], [0.338, -0.311, -1.915], [0.917, 0.642, 2.041], [1.527, 1.572, -2.870], [1.371, 1.898, -0.489], [1.974, 2.788, 1.664], [0.322, 0.136, -4.265], [3.152, -2.150, 0.649], [2.710, -4.855, 1.356], [1.855, -2.649, 0.778], [2.579, 3.430, -1.736], [4.007, 5.656, -1.030], [4.202, -3.012, 0.875], [0.355, -0.178, 2.970], [-5.461, 1.055, -0.091], [1.764, 2.192, -1.774], [-4.858, 1.246, -2.800], [1.256, 2.217, 3.810], [3.986, -4.354, 1.226], [-0.514, -1.335, -2.171], [-6.450, 1.398, -1.006], [3.169, 4.157, -2.748], [-6.149, 1.492, -2.354], [3.890, 5.287, -2.369], [-3.870, 0.905, -1.892], [2.696, 3.795, -0.410], [0.682, 1.382, 4.727], [-0.518, -0.916, -4.506], [1.968, 2.776, 0.384], [3.408, 4.908, -0.019], [0.217, 0.141, 4.291], [-0.961, -1.670, -3.419], [1.364, 1.845, 2.459], [1.646, -3.982, 1.129], [-0.373, -2.697, 0.803], [0.731, 0.451, -2.958], [-4.170, 0.810, -0.537], [3.073, 3.860, -3.783], [-2.859, 0.717, -2.230], [-7.453, 1.589, -0.651], [3.317, -1.117, 0.375], [0.000, -1.125, 2.606], [-0.838, -1.148, -5.513], [3.493, 5.183, 1.023], [-1.387, -2.322, 0.745], [2.537, -5.888, 1.623], [-0.246, -0.566, 4.963], [-0.856, -1.882, -1.313], [4.371, 5.891, -3.126], [-1.640, -2.501, -3.535], [-4.616, 1.323, -3.851], [0.692, 0.773, -5.054], [0.593, 1.679, 5.763], [4.833, -5.003, 1.395], [-6.927, 1.762, -3.054], [1.643, 3.189, 4.076], [5.215, -2.646, 0.779], [4.575, 6.540, -0.774]], "e_above_lowest_kcal_mol": 0.0, "e_lumo_ev": -3.24, "total_charge": 1, "homo_lumo_gap_ha": 0.2820}

=====

Entry 3:
{"formula": "C5H7NO", "method": "ωB97M-V with the def2-TZVPD basis set", "elements": ["O", "N", "C", "C", "C", "C", "C", "H", "H", "H", "H", "H", "H", "H"], "coordinates": [[0.861, -1.849, -1.098], [1.081, 1.445, 0.392], [-0.406, -1.811, -0.704], [-0.468, -0.569, 0.139], [1.581, -0.673, -0.796], [0.812, 0.176, -0.113], [-1.760, 0.172, 0.436], [-1.671, 0.712, 1.386], [-2.023, 0.892, -0.345], [-2.579, -0.546, 0.527], [1.929, 1.854, 0.020], [2.609, -0.654, -1.131], [0.308, 2.089, 0.270], [-0.273, -1.237, 1.015]], "e_above_lowest_kcal_mol": 77.5, "e_lumo_ev": 0.72, "homo_lumo_gap_ha": 0.3394}

=====

Entry 4:
{"formula": "C4H6OS", "method": "ωB97M-V with the def2-TZVPD basis set", "elements": ["S", "O", "C", "C", "C", "C", "H", "H", "H", "H", "H", "H"], "coordinates": [[-2.288, 0.178, -1.816], [-0.303, 0.356, 1.973], [0.476, -0.366, 1.037], [0.053, -0.103, -0.384], [-1.371, -0.148, -0.518], [0.935, 0.184, -1.344], [0.323, -1.443, 1.216], [1.571, -0.151, 1.183], [0.615, 0.452, -2.324], [-1.868, -0.465, 0.407], [-0.130, 1.312, 1.755], [1.987, 0.193, -1.185]], "smiles": "C=C(C=S)CO", "e_above_lowest_kcal_mol": 42.8, "e_lumo_ev": -0.90, "homo_lumo_gap_ha": 0.2878}

=====

Entry 5:
{"formula": "C45H105B2N13O14P", "method": "ωB97M-V with the def2-TZVPD basis set", "elements": ["P", "O", "O", "O", "O", "O", "O", "O", "O", "O", "O", "O", "O", "O", "O", "N", "N", "N", "N", "N", "N", "N", "N", "N", "N", "N", "N", "N", "C", "C", "C", "C", "C", "C", "C", "C", "C", "C", "C", "C", "C", "C", "C", "C", "C", "C", "C", "C", "C", "C", "C", "C", "C", "C", "C", "C", "C", "C", "C", "C", "C", "C", "C", "C", "C", "C", "C", "C", "C", "C", "C", "C", "C", "B", "B", "H", "H", "H", "H", "H", "H", "H", "H", "H", "H", "H", "H", "H", "H", "H", "H", "H", "H", "H", "H", "H", "H", "H", "H", "H", "H", "H", "H", "H", "H", "H", "H", "H", "H", "H", "H", "H", "H", "H", "H", "H", "H", "H", "H", "H", "H", "H", "H", "H", "H", "H", "H", "H", "H", "H", "H", "H", "H", "H", "H", "H", "H", "H", "H", "H", "H", "H", "H", "H", "H", "H", "H", "H", "H", "H", "H", "H", "H", "H", "H", "H", "H", "H", "H", "H", "H", "H", "H", "H", "H", "H", "H", "H", "H", "H", "H", "H", "H", "H", "H", "H", "H", "H", "H", "H"], "coordinates": [[-5.689, 4.260, -0.755], [-0.118, 6.417, 4.631], [4.234, 6.313, 6.265], [1.676, -4.837, -6.625], [2.149, -2.497, -2.569], [-3.240, 4.207, 1.959], [5.483, -2.023, -7.030], [3.222, 1.949, -0.608], [-9.064, 5.885, -1.169], [-3.241, -4.708, 4.339], [-3.234, 1.870, 2.263], [8.547, -6.290, -4.459], [9.493, -6.865, 0.657], [-7.755, 1.874, 0.016], [-7.491, -0.946, 3.958], [-0.402, 6.491, 6.882], [2.973, -0.812, -3.850], [1.031, 1.422, -0.414], [0.122, -3.707, -7.840], [4.213, 7.081, 4.128], [-6.187, -2.344, 5.183], [10.450, -5.221, -0.593], [-4.638, 2.798, -0.877], [7.485, -7.695, -3.021], [-5.988, 4.780, 0.670], [-0.997, -4.843, 4.014], [-10.711, 4.326, -1.180], [5.848, -4.234, -6.640], [4.957, 7.497, 2.956], [-2.370, 1.721, -0.648], [7.565, -6.617, -3.814], [8.644, -8.566, -2.901], [0.879, -3.925, -6.750], [-1.306, 5.741, 1.715], [-1.189, 6.948, 8.013], [-5.785, -3.707, 5.506], [0.246, -4.614, -8.970], [-1.116, 2.254, -1.391], [9.417, -5.961, -0.154], [2.759, 7.103, 4.099], [2.705, 0.169, -2.809], [0.797, 5.697, 7.129], [2.515, 2.209, 1.568], [-3.098, 0.596, -1.426], [-0.743, 6.775, 5.620], [-2.118, -4.238, 4.431], [-12.047, 3.922, -0.780], [10.281, -4.161, -1.569], [4.818, 6.671, 5.257], [6.282, -8.018, -2.277], [-10.188, 5.521, -0.860], [2.655, -2.089, -3.607], [0.568, 0.131, 0.092], [0.310, -4.230, 4.154], [-0.809, -2.600, -7.923], [2.303, 1.845, 0.112], [3.570, -0.382, -5.104], [5.102, -3.185, -7.015], [-6.348, 0.933, 1.872], [0.023, 2.461, -0.359], [-1.934, 4.581, 2.476], [5.332, -5.591, -6.644], [0.098, 0.079, 1.581], [-6.484, 2.059, 2.942], [-1.100, -6.160, 3.402], [-5.552, -1.239, 5.878], [-9.886, 3.421, -1.954], [-4.413, 0.291, -0.660], [-3.310, 2.872, -0.198], [-7.121, -2.071, 4.268], [7.224, -3.998, -6.217], [-5.372, 1.483, -0.729], [11.778, -5.499, -0.070], [-3.253, 2.962, 1.414], [-6.529, 1.442, 0.397], [12.501, -4.823, -0.519], [-1.861, 6.023, 0.825], [-3.295, 0.864, -2.466], [-10.414, 2.489, -2.143], [-0.786, -2.016, -7.005], [-1.662, 7.380, 5.543], [-11.991, 3.022, -0.165], [-1.551, -6.858, 4.107], [-0.426, -4.307, -9.768], [2.247, 1.400, 2.242], [4.697, 6.858, 2.109], [0.517, 3.402, -0.599], [-0.391, 2.599, 0.654], [-0.791, 1.556, -2.156], [-2.493, -0.303, -1.404], [2.390, 7.764, 4.884], [-7.448, 1.958, 3.430], [-4.820, -1.619, 6.586], [-0.249, -0.256, -0.514], [-4.382, 2.804, -1.874], [1.671, 6.201, 6.717], [0.223, -3.254, 4.628], [9.237, -4.078, -1.862], [-1.821, -2.980, -8.077], [1.273, -4.608, -9.335], [-4.126, 0.019, 0.350], [-7.125, 0.185, 2.035], [-0.112, -6.515, 3.119], [0.711, -3.183, -5.949], [-0.572, 7.577, 8.658], [-2.840, 3.784, -0.564], [-0.937, -0.249, 1.683], [0.201, 1.018, 2.118], [0.766, -4.108, 3.169], [2.376, 6.102, 4.288], [-6.345, -4.420, 4.905], [5.382, -6.002, -5.635], [-1.543, 6.089, 8.585], [6.505, -8.033, -1.208], [0.686, -0.673, 2.099], [3.566, 2.418, 1.715], [5.916, -9.001, -2.580], [-8.383, 1.625, 0.713], [-10.870, 6.157, -0.271], [4.710, 8.532, 2.710], [9.488, -7.989, -2.520], [-1.934, -3.246, 4.881], [-1.280, 3.702, 2.468], [-4.714, -3.836, 5.300], [0.000, -5.629, -8.655], [-5.059, -0.584, 5.157], [-2.077, 4.871, 3.510], [1.379, -0.583, -0.024], [-0.540, -1.953, -8.761], [-5.980, -3.899, 6.564], [-1.291, 3.239, -1.821], [6.027, 7.423, 3.138], [6.632, -6.025, -3.831], [5.919, 6.686, 5.192], [-6.997, 4.750, 0.809], [-4.913, -0.507, -1.199], [7.704, -4.935, -5.941], [5.507, -7.278, -2.467], [-1.735, -6.105, 2.518], [-1.170, 6.596, 2.364], [8.911, -8.960, -3.882], [-7.543, -2.975, 3.797], [11.781, -5.372, 1.013], [1.897, 3.055, 1.869], [0.699, 4.726, 6.641], [12.054, -6.530, -0.295], [0.951, -4.865, 4.768], [-5.406, 0.419, 2.043], [4.077, -3.463, -7.316], [3.257, -0.103, -1.913], [-5.015, 5.211, -1.549], [2.893, -2.768, -4.445], [-6.302, 3.061, 2.564], [5.937, -6.205, -7.314], [-8.973, 3.219, -1.399], [10.606, -3.211, -1.139], [10.880, -4.377, -2.455], [8.427, -9.387, -2.224], [-9.623, 3.891, -2.904], [1.645, 0.168, -2.579], [2.405, 7.453, 3.133], [4.540, 0.074, -4.909], [7.775, -3.530, -7.034], [3.709, -1.225, -5.773], [-1.983, 1.222, 0.231], [-5.897, 1.361, -1.679], [2.917, 0.352, -5.585], [-6.874, 3.920, -1.446], [8.454, -5.671, -0.614], [3.007, 1.159, -3.134], [-12.648, 3.711, -1.667], [4.296, -5.607, -6.981], [7.231, -3.321, -5.362], [0.932, 5.555, 8.198], [-6.305, -0.656, 6.410], [-0.308, 5.449, 1.388], [-5.743, 1.886, 3.716], [-12.527, 4.712, -0.208], [-2.046, 7.525, 7.672], [-2.317, 1.672, 2.512]], "e_lumo_ev": -2.48, "total_charge": 1, "homo_lumo_gap_ha": 0.2807}

=====

Entry 6:
{"formula": "C40H35IN11SiTi", "method": "ωB97M-V with the def2-TZVPD basis set", "elements": ["I", "Ti", "Si", "N", "N", "N", "N", "N", "N", "N", "N", "N", "N", "N", "C", "C", "C", "C", "C", "C", "C", "C", "C", "C", "C", "C", "C", "C", "C", "C", "C", "C", "C", "C", "C", "C", "C", "C", "C", "C", "C", "C", "C", "C", "C", "C", "C", "C", "C", "C", "C", "C", "C", "C", "H", "H", "H", "H", "H", "H", "H", "H", "H", "H", "H", "H", "H", "H", "H", "H", "H", "H", "H", "H", "H", "H", "H", "H", "H", "H", "H", "H", "H", "H", "H", "H", "H", "H", "H"], "coordinates": [[-3.884, 2.871, 2.012], [-0.250, -0.729, 0.679], [-0.270, -0.290, -4.211], [1.802, -2.580, 2.764], [-2.066, -3.598, 0.135], [-1.369, 1.293, 4.863], [0.472, -0.680, -1.372], [-1.008, 0.083, 2.402], [-0.088, -2.655, 1.226], [3.088, -0.322, -2.596], [1.741, -0.422, 1.687], [-0.203, 1.266, 0.286], [1.169, 8.151, -0.230], [-2.202, -1.189, 0.131], [0.781, -4.642, 1.983], [2.771, -0.754, 3.862], [3.221, 0.525, 3.897], [-3.989, -2.559, -0.729], [-0.086, -7.252, 1.712], [1.542, -5.662, 2.566], [0.164, 1.512, -4.417], [-0.204, 3.442, 1.224], [-0.588, -0.829, -2.433], [0.984, -1.317, -5.108], [0.931, -3.209, 1.996], [-0.933, 1.400, 2.524], [-1.961, -0.512, -4.971], [-4.261, -0.186, -0.644], [3.024, 1.338, 2.760], [-1.099, 1.993, 3.779], [2.343, 0.695, -2.226], [2.618, -1.551, -2.117], [-3.016, -0.104, -0.121], [2.058, 7.255, -0.666], [2.313, 0.822, 1.724], [-4.756, -1.463, -0.976], [-1.372, -0.629, 3.481], [0.563, 1.679, -0.763], [2.058, -1.258, 2.732], [-0.828, -6.251, 1.122], [-2.700, -2.439, -0.136], [-1.547, -0.019, 4.697], [0.848, 3.056, -0.898], [-0.242, 6.313, 0.404], [0.431, 3.931, 0.071], [-0.465, 2.108, 1.302], [1.865, 5.884, -0.602], [-0.926, -3.683, 0.800], [-0.371, -4.935, 1.248], [0.690, 5.393, -0.051], [0.038, 7.666, 0.291], [1.138, 0.625, -1.530], [1.104, -6.960, 2.420], [1.454, -1.757, -1.499], [1.993, -1.100, -4.739], [-0.142, 1.834, -5.420], [-2.617, 0.868, 0.119], [-2.665, 0.203, -4.531], [2.936, -1.450, 4.673], [2.198, 1.419, 0.833], [3.423, 2.342, 2.689], [1.136, -2.729, -1.156], [1.389, 3.405, -1.769], [-4.325, -3.564, -0.943], [-1.920, -0.325, -6.050], [-0.681, 8.400, 0.638], [-1.815, -0.599, 5.571], [1.240, 1.686, -4.314], [-5.744, -1.573, -1.410], [-0.889, -1.882, -2.445], [3.294, -2.390, -2.232], [-1.188, 5.980, 0.820], [-4.835, 0.720, -0.778], [2.976, 7.656, -1.082], [0.799, -2.390, -4.989], [-0.991, 3.064, 3.884], [-0.356, 2.142, -3.686], [-1.745, -6.462, 0.585], [0.946, -1.078, -6.178], [-0.419, -8.281, 1.639], [-2.366, -1.519, -4.815], [-1.462, -0.249, -2.133], [2.634, 5.210, -0.958], [-0.466, 4.100, 2.041], [2.450, -5.425, 3.109], [2.754, 1.685, -2.431], [3.744, 0.904, 4.768], [1.672, -7.773, 2.857], [-1.481, -1.693, 3.348]], "multiplicity": 3, "e_lumo_ev": [1.44, 1.18], "total_charge": -1, "homo_lumo_gap_ha": [0.1708, 0.2117]}